1.
The following is a DFT calculation (the ωB97M-V functional and the def2-TZVPD basis) of an isolated molecule of C17H22N2O3S.

```
45
Properties=species:S:1:pos:R:3:forces:R:3:nbo_charge:R:1
C 5.427877 -3.030679 -0.063707 0.046 1.223 -3.418 -0.63
H 5.926108 -3.421672 -0.981549 -0.088 0.087 0.433 0.20
C 3.943687 -3.718965 -0.076042 4.706 4.612 4.564 -0.40
H 3.515883 -3.492925 -0.958930 -2.009 0.836 -2.598 0.21
H 4.343437 -4.637479 -0.040315 0.042 -4.043 0.391 0.21
C 3.399971 -3.155834 1.249158 -3.124 -2.711 0.926 -0.23
N 3.067879 -1.743370 1.239578 -7.542 -4.739 -2.049 -0.65
C 1.737350 -1.442239 0.624148 2.582 1.447 4.136 0.71
O 0.825660 -2.236336 0.526135 1.095 0.261 -0.765 -0.62
C 1.529176 0.124013 0.576742 0.076 -7.004 -1.340 -0.11
C 0.536367 0.313599 -0.307561 2.417 8.841 1.687 -0.27
C 0.386237 1.730481 -0.557817 2.864 1.247 3.724 0.26
C 1.156322 2.970894 0.170631 1.155 -12.217 2.774 -0.04
C 1.943544 2.278955 1.197281 1.532 9.118 -1.346 -0.15
C 2.285786 0.995558 1.224454 3.433 -1.298 5.728 -0.31
H 3.010000 0.661946 2.229795 -2.096 0.757 -3.366 0.22
H 2.612371 3.216958 1.815044 -1.893 -3.285 -1.195 0.18
C 0.852365 4.303996 0.200883 -10.169 -6.285 -15.348 -0.56
H 1.241609 4.801083 0.758625 8.769 10.129 11.620 0.17
H -0.270496 4.446960 0.351715 1.078 0.053 -0.671 0.22
H 1.171311 4.588741 -0.961731 -1.172 0.408 2.704 0.20
N -0.633343 2.178289 -1.188272 -4.650 5.748 -6.717 -0.66
C -1.957526 1.691057 -1.556297 8.034 -4.410 5.339 0.70
O -2.618629 2.229906 -2.255699 -6.414 7.413 -7.873 -0.52
C -2.325178 0.451589 -1.037451 -1.427 4.045 11.466 -0.62
C -2.615894 0.705594 0.498120 2.400 1.999 -7.190 0.44
O -2.866116 -0.172324 1.338170 -2.717 -6.014 1.896 -0.53
C -3.452668 -1.664708 0.667648 8.573 1.735 3.675 -0.02
C -2.289430 -2.036768 -0.200949 -9.958 0.947 -5.784 -0.43
H -2.660819 -2.955583 -0.640619 0.205 -0.576 -0.369 0.22
H -1.396421 -2.155910 0.017226 8.201 -0.580 3.170 0.22
S -2.335983 -0.885050 -1.859260 -0.243 -6.429 -0.665 0.30
H -3.474425 -2.281372 1.548226 -0.539 0.024 0.318 0.22
H -4.247217 -1.317832 0.245777 -5.038 1.421 -2.647 0.20
C -2.316364 1.993335 1.324898 -5.790 -5.122 -5.060 -0.63
H -1.517338 1.863644 1.746097 8.938 -0.610 4.450 0.21
H -3.083337 1.946599 1.957967 -2.792 -0.773 3.550 0.22
H -2.615198 2.812324 0.945411 -0.535 6.245 -3.774 0.22
H -0.486066 3.142105 -1.820079 -0.507 -3.032 2.466 0.39
H 0.089886 -0.375976 -0.826114 -2.541 -3.620 -2.609 0.23
H 3.647841 -1.025771 1.198970 3.637 3.309 -0.309 0.39
H 2.416791 -3.883333 1.521854 1.998 2.628 -0.599 0.21
H 3.996471 -3.348367 2.152534 0.518 -0.107 -0.764 0.21
H 5.498695 -1.898066 -0.300657 -0.515 -1.624 0.892 0.20
H 6.126684 -3.292908 0.724229 -0.542 -0.052 0.547 0.21
```
Forces are in eV/Å.

The energy relative to the best compared isomer or geometry (same formula, charge and spin) comes out at 16.604 eV. The HOMO energy is -6.57 eV. Its structure (SMILES) is CCCNC(=O)c1ccc(C)c(NC(=O)C2=C(C)OCCS2)c1. The total energy comes out at -37928.615 eV. The HOMO-LUMO gap is 7.2 eV.

2.
The following is a DFT calculation (the ωB97M-V functional and the def2-TZVPD basis) of C17H22N2O7RhSSe2 as an isolated structure.

```
52
Properties=species:S:1:pos:R:3:forces:R:3:nbo_charge:R:1
Rh -0.063972 -0.173963 0.142276 0.846 -0.356 -0.088 0.51
O 1.245919 -4.027597 1.154002 0.034 0.019 0.030 -0.61
C 1.436980 -2.938102 0.669113 -0.027 -0.025 -0.077 0.82
O 1.109770 -1.805926 1.303017 0.102 -0.068 -0.206 -0.75
C 2.031464 -2.762021 -0.707354 -0.036 -0.054 -0.014 -0.35
C 2.729554 -1.423129 -0.953062 0.054 0.042 0.015 0.08
C 3.559743 -1.516222 -2.241256 0.018 0.007 0.006 -0.43
C 2.459958 -1.427339 -3.333065 0.002 0.037 0.009 -0.42
C 1.194705 -1.371352 -2.475814 0.079 -0.051 -0.045 0.08
O 1.652948 -0.563901 -1.366034 -0.617 0.026 -0.116 -0.53
C 0.930918 -2.742021 -1.833857 0.003 -0.016 0.025 -0.35
C -0.520303 -2.922494 -1.326550 0.134 -0.010 0.102 0.79
O -1.081609 -3.980179 -1.592196 -0.004 0.090 -0.066 -0.68
O -1.019403 -1.950171 -0.661619 -0.152 0.032 0.289 -0.79
H 2.701987 -3.607471 -0.850079 0.024 0.012 -0.035 0.24
H 3.229115 -0.979749 -0.095251 -0.025 -0.008 0.012 0.23
H 4.256318 -0.682096 -2.309129 -0.013 0.007 0.004 0.22
H 4.129943 -2.444144 -2.282823 0.010 -0.001 -0.001 0.21
H 2.560942 -0.511115 -3.913512 -0.006 -0.009 -0.005 0.22
H 2.458199 -2.275380 -4.016435 -0.003 -0.016 0.008 0.21
H 0.323969 -0.894866 -2.917588 0.017 0.018 -0.017 0.24
H 1.122778 -3.544527 -2.542989 -0.051 -0.017 0.002 0.23
O -2.110535 4.716169 1.740106 0.001 0.012 0.003 -0.72
C -1.364292 5.038337 0.572279 -0.008 -0.007 -0.021 -0.05
C -0.666066 3.788939 0.007412 -0.019 0.043 0.022 -0.15
C 0.256770 4.355909 -1.088359 0.023 -0.017 -0.023 -0.05
O 0.694768 3.459478 -2.077463 0.004 0.083 -0.055 -0.75
C 0.134250 3.168729 1.155585 -0.010 -0.002 -0.064 -0.57
Se 1.317931 1.693660 0.672277 0.160 0.185 0.236 -0.08
C -1.767977 2.861803 -0.518789 -0.047 -0.004 0.010 -0.58
Se -1.405016 1.103380 -1.316048 -0.024 0.123 -0.017 0.04
H -2.609480 5.492594 2.005353 0.004 -0.011 -0.006 0.46
H -0.598478 5.791252 0.807765 -0.004 0.001 -0.001 0.15
H -2.024948 5.451606 -0.200427 0.005 0.001 0.003 0.16
H 1.111721 4.832675 -0.580963 -0.004 -0.008 -0.014 0.15
H -0.279642 5.147152 -1.625220 0.003 0.006 0.000 0.16
H 0.951473 2.635808 -1.630548 0.018 -0.017 0.008 0.49
H -0.536868 2.845974 1.947128 -0.004 -0.040 0.029 0.24
H 0.789778 3.935928 1.577435 0.016 -0.027 0.006 0.21
H -2.304701 3.380604 -1.319461 0.018 -0.024 -0.024 0.21
H -2.478250 2.689559 0.288717 0.019 -0.008 0.020 0.23
S -1.298052 0.292644 1.996519 -0.570 -0.011 -0.277 -0.03
C -1.915052 -1.255103 2.517103 0.250 0.119 0.382 0.29
N -1.043920 -2.280398 2.579461 -0.094 -0.167 -0.444 -0.53
C -1.487175 -3.481110 2.919677 -0.094 -0.016 0.037 0.12
C -2.799852 -3.672393 3.309305 0.059 -0.037 0.058 -0.34
C -3.589791 -2.535138 3.353048 -0.001 0.044 -0.043 0.09
N -3.172578 -1.338138 2.961641 -0.068 -0.060 -0.072 -0.46
H 0.297345 -2.060740 1.920737 -0.024 0.180 0.443 0.51
H -0.757873 -4.282089 2.884468 -0.010 -0.010 -0.035 0.22
H -3.178155 -4.645505 3.584329 0.003 0.003 0.010 0.22
H -4.615262 -2.587830 3.707135 0.006 0.005 -0.002 0.19
```
Forces are in eV/Å.

The net charge is -1. The energy relative to the best compared isomer or geometry (same formula, charge and spin) comes out at 0.429 eV. The HOMO energy is -4.22 eV. The total energy comes out at -179838.773 eV. The HOMO-LUMO gap is 6.9 eV.

3.
The following is a DFT calculation (the ωB97M-V functional and the def2-TZVPD basis) of an isolated molecule of C17H22N4O3S.

```
47
Properties=species:S:1:pos:R:3:forces:R:3:nbo_charge:R:1
C -3.420142 -5.816305 -1.299253 0.051 0.009 -0.216 -0.59
H -4.117452 -5.150541 -0.795833 -0.077 0.028 0.078 0.21
H -2.842714 -6.342227 -0.542165 0.014 -0.057 0.096 0.20
H -3.987722 -6.545693 -1.872198 -0.098 -0.104 0.008 0.21
C -2.492512 -5.018567 -2.218420 -0.110 -0.082 0.200 -0.42
C -1.710456 -4.010301 -1.427739 0.004 0.021 -0.167 -0.02
C -0.496599 -4.352421 -0.844150 -0.055 0.094 0.001 -0.19
C 0.205030 -3.439592 -0.083011 -0.017 0.126 0.054 -0.24
C -0.294969 -2.155119 0.114488 -0.270 -0.213 -0.249 0.12
C -1.510551 -1.803881 -0.459744 -0.039 0.218 0.089 -0.18
C -2.202079 -2.728567 -1.219962 0.158 -0.206 0.010 -0.21
H -3.144565 -2.442899 -1.663800 -0.105 0.041 -0.061 0.21
H -1.909331 -0.815131 -0.312645 0.005 0.018 0.000 0.24
N 0.468991 -1.277677 0.902396 0.268 -0.256 0.092 -0.58
C 0.273082 0.032752 1.158360 0.454 -0.050 0.443 0.72
O -0.684814 0.675673 0.762444 -0.285 -0.040 -0.149 -0.67
C 1.408738 0.669498 1.953680 -0.059 0.299 -0.183 -0.30
C 2.469891 1.129259 0.923714 0.142 -0.593 -0.063 -0.22
N 2.104206 2.425954 0.444136 -0.144 0.186 -0.983 -0.71
S 2.054358 2.770330 -1.175984 -0.168 0.097 0.271 2.35
O 3.073795 3.712424 -1.531733 -0.286 0.132 0.124 -0.93
O 2.006659 1.507352 -1.855357 -0.142 -0.046 0.139 -0.94
C 0.493118 3.577885 -1.293537 0.645 -0.088 -0.014 -0.27
C 0.102463 4.779596 -1.828479 0.424 -0.201 0.074 -0.03
N -1.229785 4.940867 -1.659224 -0.345 0.410 -0.182 -0.46
C -1.644487 3.865530 -1.038768 0.112 -0.161 0.047 0.19
N -0.639750 3.002168 -0.792065 -0.182 -0.106 0.023 -0.51
H -0.685844 2.111429 -0.299752 -0.054 0.013 0.091 0.46
H -2.661031 3.684155 -0.753098 -0.196 -0.149 0.115 0.20
H 0.707325 5.516633 -2.314420 0.214 0.131 -0.094 0.22
C 2.241341 3.514917 1.380707 0.149 0.591 0.211 -0.22
C 1.959247 2.997578 2.796800 -0.120 -0.148 -0.162 -0.41
C 0.911183 1.887673 2.750103 0.029 0.013 0.105 -0.41
H 0.644002 1.582142 3.762536 -0.080 0.013 -0.025 0.22
H 0.010605 2.271633 2.266199 0.007 -0.051 0.064 0.23
H 1.604320 3.818540 3.419362 0.090 0.005 0.012 0.23
H 2.876699 2.612288 3.244951 0.055 0.067 0.054 0.20
H 3.242802 3.962576 1.317985 -0.124 0.008 0.019 0.20
H 1.513856 4.279383 1.093472 0.030 0.070 0.137 0.21
H 3.465453 1.143975 1.387257 -0.075 -0.006 -0.070 0.19
H 2.500555 0.469100 0.054960 0.127 -0.118 0.206 0.25
H 1.856776 -0.072454 2.620378 -0.010 -0.011 -0.050 0.21
H 1.320605 -1.690264 1.259572 -0.150 0.205 0.031 0.40
H 1.150978 -3.720891 0.359692 0.108 -0.030 0.042 0.20
H -0.093135 -5.343782 -0.991211 0.052 -0.108 -0.024 0.21
H -3.089068 -4.510398 -2.978116 0.069 -0.023 -0.065 0.21
H -1.809071 -5.704602 -2.722525 -0.015 0.051 -0.083 0.21
```
Forces are in eV/Å.

The energy relative to the best compared isomer or geometry (same formula, charge and spin) comes out at 1.375 eV. The HOMO energy is -8.71 eV. Its structure (SMILES) is CCc1ccc(NC(=O)[C@@H]2CCCN(S(=O)(=O)c3cnc[nH]3)C2)cc1. The total energy comes out at -40924.891 eV. The HOMO-LUMO gap is 9.1 eV.

4.
The following is a DFT calculation (the ωB97M-V functional and the def2-TZVPD basis) of C17H23AlCl2N3O5P as an isolated structure.

```
52
Properties=species:S:1:pos:R:3:forces:R:3:nbo_charge:R:1
Al -1.609862 0.424105 -0.789832 0.109 0.200 0.425 1.91
C 2.503914 5.038954 1.776023 0.034 0.033 -0.003 -0.26
O 1.404483 4.790136 2.658011 -0.028 -0.014 0.031 -0.43
C 0.531223 3.847274 2.370889 -0.022 -0.004 0.017 0.44
C -0.545740 3.730540 3.288452 -0.054 -0.072 -0.036 -0.28
C -1.515673 2.814770 3.059038 0.065 0.071 0.040 -0.08
C -1.491549 1.955230 1.917732 -0.016 -0.033 0.013 -0.33
C -2.539835 1.042538 1.715098 0.005 0.030 -0.054 0.63
C -3.658389 0.865796 2.685506 0.002 -0.034 0.004 -0.71
O -2.621234 0.292220 0.658138 -0.023 -0.031 -0.013 -0.84
C -0.382009 2.075560 1.021187 0.060 0.046 -0.028 0.44
O -0.259456 1.290923 -0.051634 -0.086 -0.063 -0.063 -0.91
C 0.614798 3.008785 1.260195 -0.018 -0.011 -0.027 -0.37
H 3.040641 5.872785 2.215421 0.004 -0.017 -0.027 0.23
H 2.140211 5.312415 0.785188 0.018 -0.009 0.007 0.20
H 3.156114 4.166271 1.725040 -0.010 0.008 -0.011 0.19
H -0.568133 4.393102 4.140751 -0.006 0.012 0.016 0.26
H -2.340892 2.744794 3.752201 -0.012 0.000 0.016 0.23
H -4.241319 1.785608 2.757693 -0.007 0.006 -0.007 0.27
H -3.282035 0.636252 3.681982 -0.004 0.005 0.011 0.26
H -4.307383 0.064681 2.344492 0.000 0.009 0.010 0.26
H 1.419711 3.087569 0.545096 0.001 0.003 0.007 0.23
C 2.044632 -3.450148 -2.177969 0.057 -0.010 -0.042 -0.05
N 2.524738 -2.059479 -1.707108 0.024 0.005 -0.011 -0.39
C 2.959290 -2.184029 -0.230819 0.072 0.022 -0.011 -0.05
N 1.907063 -2.712825 0.559118 -0.008 0.023 0.024 -0.42
C 1.488641 -4.021437 0.055970 0.020 -0.047 0.021 -0.08
N 1.021606 -3.938146 -1.326816 -0.020 -0.015 -0.001 -0.42
C -0.245961 -3.223788 -1.463840 -0.083 -0.096 -0.031 -0.52
P -0.039508 -1.485437 -0.890845 -0.086 0.115 -0.128 0.80
C 1.452379 -1.026738 -1.875586 0.052 0.026 -0.009 -0.54
C 0.786907 -1.788047 0.728762 0.025 -0.057 0.038 -0.52
H 2.922852 -4.095474 -2.140409 -0.022 0.013 -0.015 0.24
H 1.704302 -3.337054 -3.207252 0.005 -0.018 0.020 0.23
H 3.336282 -1.786768 -2.265851 -0.001 -0.002 0.006 0.45
H 3.254898 -1.187454 0.096469 0.005 -0.026 0.005 0.23
H 3.820571 -2.852681 -0.229808 -0.015 0.022 0.006 0.24
H 0.694170 -4.416604 0.686531 0.012 0.001 -0.013 0.23
H 2.338572 -4.703314 0.098872 -0.014 0.000 0.014 0.23
H -1.011549 -3.719567 -0.864181 0.007 0.013 -0.005 0.26
H -0.586115 -3.238926 -2.501275 0.035 -0.013 0.092 0.27
H 1.829847 -0.060866 -1.534543 -0.010 -0.014 -0.009 0.27
H 1.202708 -0.952322 -2.935167 -0.020 0.012 0.027 0.27
H 0.069019 -2.214656 1.431721 0.007 0.020 -0.003 0.26
H 1.131326 -0.837010 1.138908 -0.003 -0.004 0.001 0.26
Cl -1.588582 -1.291632 -4.103137 0.125 0.013 -0.240 0.01
C -3.041728 -0.552169 -3.426544 -0.248 -0.095 0.158 -0.30
Cl -3.397068 -1.296388 -1.828681 -0.074 0.022 0.005 0.04
C -2.814146 0.956876 -3.254374 0.015 0.161 -0.241 0.75
O -3.231032 1.706016 -4.078188 -0.001 -0.060 0.089 -0.47
O -2.094198 1.287008 -2.196178 0.065 -0.172 -0.043 -0.91
H -3.887500 -0.757250 -4.074446 0.068 0.024 -0.034 0.28
```
Forces are in eV/Å.

The net charge is +2. The energy relative to the best compared isomer or geometry (same formula, charge and spin) comes out at 0.000 eV. The HOMO energy is -14.29 eV. The total energy comes out at -73630.685 eV. The HOMO-LUMO gap is 8.3 eV.

- Which of these has the highest HOMO?
  C17H22N2O7RhSSe2